(1)
Entry from OMol25: a cluster of 7 separate species, C54H68F6N11O8S2 in total in a non-equilibrium geometry (wB97M-V/def2-TZVPD).

Calculated values
Energy above the lowest of the compared OMol25 structures with the same formula, charge and spin in kcal/mol: 0.0
LUMO level in eV: -12.94
Frontier orbital gap in Eh: 0.1136
Molar mass in g mol⁻¹: 1177.329
Energy in Eh: -4695.32051

The geometry in ORCA input format:
```
! wB97M-V def2-TZVPD RIJCOSX def2/J DEFGRID3
* xyz 7 1
N 14.76946 5.16818 -5.15623
O 14.18204 4.26228 -5.80611
O 15.95125 5.19558 -5.16204
O 14.06253 6.02095 -4.59439
C 14.16011 1.70393 4.90926
C 13.43448 1.01260 3.80325
C 13.68898 1.70181 2.45671
O 12.96115 2.89664 2.38292
C 12.77802 3.43539 1.07586
N 13.99709 -0.39607 3.79617
H 13.17827 -0.98398 3.73297
H 14.59895 -0.65443 3.02734
H 14.55066 -0.55657 4.62558
H 14.05428 1.07062 5.79006
H 13.64930 2.64441 5.11577
H 15.17799 2.04565 4.72152
H 12.37600 0.93918 4.05291
H 13.41640 0.99900 1.66939
H 14.76893 1.83964 2.40359
H 13.72780 3.79546 0.68044
H 12.11091 4.29294 1.16347
H 12.32819 2.66845 0.44534
C 10.78546 11.12028 -2.37838
N 9.58714 11.41230 -3.16016
C 9.26325 12.68020 -3.40696
C 8.09498 13.00316 -4.17313
C 7.15884 11.97054 -4.48785
C 7.57719 10.69726 -4.27075
C 8.79586 10.41953 -3.59101
C 5.86997 12.39248 -5.08760
C 4.78485 12.95962 -4.36182
C 3.62057 13.32957 -4.97868
N 3.53054 13.21682 -6.35503
C 4.51322 12.68809 -7.05235
C 5.66810 12.23561 -6.44451
C 2.50206 14.01817 -7.06910
H 11.37969 10.46792 -3.01825
H 10.48576 10.50234 -1.53197
H 11.37692 11.93686 -1.96431
H 9.90250 13.47899 -3.06096
H 7.80938 14.04150 -4.25486
H 6.92083 9.84618 -4.37686
H 9.07010 9.44390 -3.21778
H 4.89747 13.26025 -3.33064
H 2.83501 13.85836 -4.45937
H 4.54355 12.88541 -8.11374
H 6.45419 11.68440 -6.93910
H 1.78252 14.48658 -6.39756
H 1.80605 13.31514 -7.52672
H 2.95596 14.68226 -7.80466
C 13.76161 6.38146 -10.94422
N 12.79315 5.48114 -11.65626
C 13.00966 4.13543 -11.66922
C 12.14686 3.30901 -12.44020
C 11.00725 3.86045 -12.98395
C 10.80630 5.25669 -12.83759
C 11.72299 6.06954 -12.22526
C 9.91855 3.05642 -13.73043
C 10.17201 2.37988 -14.92303
C 9.09183 1.82263 -15.64533
N 7.88340 1.67950 -15.05354
C 7.62281 2.34281 -13.84783
C 8.65347 3.04418 -13.20471
C 6.77490 1.03971 -15.76820
H 14.79609 6.07286 -11.09494
H 13.58005 6.31230 -9.87168
H 13.66065 7.43035 -11.22302
H 13.94295 3.80806 -11.23541
H 12.24484 2.23442 -12.48541
H 9.85727 5.65706 -13.16231
H 11.51416 7.12639 -12.14883
H 11.08694 2.37384 -15.49684
H 9.31650 1.29362 -16.55971
H 6.57883 2.37782 -13.57346
H 8.34367 3.62660 -12.34961
H 7.06227 0.14956 -16.32780
H 6.38279 1.91207 -16.29101
H 6.04625 0.66693 -15.04834
C 26.65009 13.40332 -5.96000
N 25.41538 12.64238 -5.61901
C 24.86543 12.85299 -4.38811
C 23.98306 11.86856 -3.80311
C 23.76310 10.67573 -4.47706
C 24.27434 10.50225 -5.73905
C 25.06846 11.47535 -6.26435
C 22.89456 9.63961 -3.84964
C 23.51369 8.39637 -3.72698
C 22.83726 7.35382 -3.16748
N 21.51032 7.47031 -2.90684
C 20.90821 8.72542 -3.00530
C 21.58135 9.87306 -3.42508
C 20.83760 6.40171 -2.23029
H 26.51349 14.45617 -5.71310
H 26.94179 13.23209 -6.99619
H 27.42170 12.94046 -5.34480
H 25.31820 13.60979 -3.76470
H 23.62807 12.04074 -2.79776
H 24.20016 9.55224 -6.24733
H 25.49530 11.53623 -7.25455
H 24.57038 8.29097 -3.92366
H 23.18021 6.33025 -3.13429
H 19.90206 8.80424 -2.62078
H 21.00909 10.78895 -3.41724
H 20.73167 5.56328 -2.91873
H 19.85002 6.73995 -1.91663
H 21.39346 6.13340 -1.33189
C 19.17319 -2.85445 -7.21338
N 17.68006 -2.71932 -7.13324
C 17.23345 -1.49010 -6.72251
C 15.89436 -1.30147 -6.60918
C 14.91240 -2.27972 -6.99418
C 15.44699 -3.50492 -7.52410
C 16.85802 -3.67661 -7.59041
C 13.35268 -2.22495 -6.74927
C 12.47913 -3.04733 -7.47141
C 11.10360 -3.06102 -7.20780
N 10.57975 -2.22736 -6.25912
C 11.40691 -1.37624 -5.52021
C 12.79074 -1.41548 -5.73245
C 9.11377 -2.27164 -6.03976
H 19.64128 -1.95097 -7.60417
H 19.27582 -3.70706 -7.88466
H 19.56542 -3.15016 -6.24033
H 17.90954 -0.78365 -6.26404
H 15.56121 -0.31696 -6.31571
H 14.73229 -4.25549 -7.82780
H 17.25878 -4.45793 -8.21917
H 12.82090 -3.66044 -8.29218
H 10.46500 -3.70215 -7.79734
H 10.85633 -0.85199 -4.75314
H 13.54393 -0.86026 -5.19317
H 8.67106 -1.29505 -6.23563
H 8.92745 -2.42405 -4.97666
H 8.65505 -3.07654 -6.61407
C 5.27158 8.54395 -11.93959
F 6.31294 8.13553 -12.70526
F 5.63069 9.62356 -11.22508
F 4.16136 8.88660 -12.62829
S 5.05835 7.14110 -10.73278
O 3.89395 7.43319 -9.88936
O 4.68979 6.04063 -11.61271
N 6.65419 7.08069 -9.97543
S 6.28058 6.32102 -8.68228
O 5.60082 7.09110 -7.64681
O 5.69804 5.00714 -8.98839
C 8.13104 5.98493 -8.04777
F 8.78341 5.03895 -8.86508
F 8.87852 7.06144 -8.03504
F 8.03912 5.60815 -6.82278
*
```

(2)
Entry from OMol25: a structure of composition C54H78BN2O3SeW (wB97M-V/def2-TZVPD).

Calculated values
Energy above the lowest of the compared OMol25 structures with the same formula, charge and spin in kcal/mol: 0.0
LUMO level (spin up / spin down) in eV: -2.53 / -3.18
Frontier orbital gap (spin up / spin down) in Eh: 0.2757 / 0.2603
Molar mass in g mol⁻¹: 1076.841
Energy in Eh: -4933.01207

The geometry in ORCA input format:
```
! wB97M-V def2-TZVPD RIJCOSX def2/J DEFGRID3
* xyz 1 3
W 0.68477 0.94731 0.07860
C -1.51039 -4.80668 4.23640
C 0.00402 -4.81509 3.98230
C 0.34983 -5.93866 2.99541
C 0.70867 -5.09424 5.31012
C 0.42709 -3.48021 3.37522
C -0.19537 -3.01857 2.21908
C 0.20095 -1.82380 1.66218
Se -0.75977 -1.14421 0.15077
C 0.14005 -1.84595 -1.40279
C -0.26501 -3.05307 -1.94065
C 0.21984 -3.45652 -3.17981
C 1.07722 -2.58975 -3.84939
C 1.49836 -1.35643 -3.34864
C 1.01540 -1.00904 -2.08611
O 1.35245 0.20122 -1.52163
C 2.43532 -0.43695 -4.13484
C 1.73031 0.89413 -4.43835
C 2.84718 -1.05043 -5.47585
C 3.72998 -0.19592 -3.33972
C -0.20209 -4.81033 -3.74713
C 0.32458 -5.03433 -5.16421
C 0.35104 -5.91826 -2.83902
C -1.73529 -4.89619 -3.78066
C 1.18951 -1.01570 2.23389
O 1.47492 0.18751 1.63412
C 1.85449 -1.45848 3.37803
C 1.43701 -2.69027 3.90063
C 3.01458 -0.76612 4.10377
C 2.65295 -0.57551 5.58750
C 3.38415 0.61349 3.55995
C 4.25672 -1.66483 3.99533
H -1.81336 -5.74035 4.71281
H -2.08192 -4.71348 3.31173
H -1.79228 -3.98268 4.89537
H 0.03524 -6.90400 3.39650
H 1.42472 -5.97925 2.81046
H -0.15168 -5.79548 2.03631
H 0.34124 -6.03396 5.72382
H 0.51540 -4.31001 6.04531
H 1.78868 -5.19544 5.18676
H -0.98937 -3.59049 1.75475
H -0.97112 -3.66830 -1.39697
H 1.43644 -2.88332 -4.82242
H 0.84963 0.72666 -5.06115
H 2.40490 1.55415 -4.98820
H 1.39671 1.41973 -3.54360
H 1.99265 -1.20352 -6.13713
H 3.36662 -2.00193 -5.35039
H 3.53117 -0.36604 -5.97957
H 3.53407 0.19859 -2.34324
H 4.36572 0.50960 -3.87776
H 4.28796 -1.12605 -3.21859
H 1.41568 -5.05045 -5.19644
H -0.03065 -4.26793 -5.85646
H -0.02629 -5.99887 -5.53237
H 1.44240 -5.91675 -2.83962
H 0.01044 -6.89559 -3.18632
H 0.01455 -5.79431 -1.80813
H -2.16448 -4.06360 -4.34124
H -2.16639 -4.88857 -2.77844
H -2.04550 -5.82598 -4.25989
H 1.94305 -3.04605 4.78560
H 1.75211 0.03235 5.69145
H 3.46852 -0.06352 6.10092
H 2.48526 -1.51946 6.10442
H 2.53450 1.29100 3.59422
H 3.75128 0.56180 2.53339
H 4.18217 1.02793 4.17837
H 4.09409 -2.64182 4.45108
H 5.09964 -1.19471 4.50577
H 4.53427 -1.82288 2.95121
C -5.00271 0.46535 2.53025
C -3.73858 0.08487 1.74529
C -3.94152 0.46148 0.27599
C -2.52747 0.60265 2.51648
C -2.14809 -0.15027 3.62904
C -1.15438 0.27348 4.49325
C -0.54044 1.49761 4.28991
C -0.88079 2.28514 3.19540
C -0.26154 3.65105 2.98235
C 1.11181 3.58104 2.33334
C -0.17489 4.45675 4.28025
C -1.83606 1.80356 2.29337
N -2.00214 2.53027 1.07620
B -1.12845 2.33369 -0.04438
N -1.64613 3.22261 -1.04253
C -2.73405 3.90900 -0.50328
C -2.94212 3.50281 0.76826
C -1.12088 3.50463 -2.33845
C -0.12746 4.48256 -2.47502
C 0.39499 4.70788 -3.74612
C -0.05379 3.98590 -4.83820
C -1.05177 3.03737 -4.68333
C -1.61283 2.78828 -3.43620
C -2.69639 1.74149 -3.26317
C -3.70222 1.73067 -4.41260
C -2.06394 0.36210 -3.07336
C 0.31558 5.34105 -1.30587
C 1.83632 5.44753 -1.20124
C -0.31109 6.73464 -1.40783
H -5.88614 0.02240 2.06733
H -5.13267 1.55013 2.53244
H -4.95158 0.13079 3.56616
H -3.65189 -1.00710 1.78501
H -4.32467 1.47600 0.16901
H -4.68524 -0.21358 -0.15213
H -3.03982 0.38607 -0.32898
H -2.65354 -1.09150 3.81765
H -0.87480 -0.34285 5.33883
H 0.20183 1.85027 4.99527
H -0.91736 4.20108 2.30503
H 1.85555 3.17254 3.01877
H 1.44789 4.57320 2.02324
H 1.14331 2.96396 1.42185
H 0.55146 4.03080 4.97469
H -1.13905 4.50333 4.78697
H 0.14398 5.47738 4.06398
H -3.28219 4.63837 -1.07792
H -3.69845 3.82193 1.46715
H 1.15157 5.47019 -3.88596
H 0.36199 4.17651 -5.81947
H -1.40826 2.49403 -5.54949
H -3.23896 1.97591 -2.34551
H -3.26014 1.35095 -5.33564
H -4.09252 2.72911 -4.61235
H -4.54260 1.08034 -4.16530
H -1.48114 0.07063 -3.95070
H -2.82073 -0.40481 -2.89239
H -1.38171 0.37824 -2.21910
H -0.05414 4.87838 -0.38744
H 2.25896 5.99970 -2.04227
H 2.30593 4.46349 -1.17461
H 2.12012 5.97994 -0.29151
H 0.04276 7.25374 -2.30107
H -0.04690 7.34145 -0.53994
H -1.39862 6.67379 -1.46424
O 2.54694 2.08466 -0.17699
H 3.24678 1.78192 0.42286
H 2.86548 1.96828 -1.08787
*
```

(3)
Entry from OMol25: a structure of composition C54H85GeNNaO4P2SSi in a non-equilibrium geometry (wB97M-V/def2-TZVPD).

Calculated values
LUMO level (spin up / spin down) in eV: 3.70 / 3.64
Frontier orbital gap (spin up / spin down) in Eh: 0.1551 / 0.1509
Molar mass in g mol⁻¹: 1029.978
Energy in Eh: -6073.99683

The geometry in ORCA input format:
```
! wB97M-V def2-TZVPD RIJCOSX def2/J DEFGRID3
* xyz -2 2
Na 0.71042 -0.46500 1.48966
C -1.61853 -0.43056 -2.67386
Si -0.65411 0.71147 -1.45919
C -1.77992 2.20529 -1.05482
C -1.38970 3.46818 -1.50964
C -2.08538 4.61639 -1.17134
C -3.20861 4.52278 -0.36523
C -3.62581 3.28258 0.09157
C -2.92734 2.12222 -0.22751
P -3.45955 0.43841 0.31279
C -4.57851 0.16886 -1.20670
C -4.86046 -1.30886 -1.53144
C -6.18291 -1.85242 -0.99910
C -7.33882 -0.94823 -1.41242
C -7.11920 0.45118 -0.84319
C -5.82188 1.05323 -1.38432
C -4.69358 0.75728 1.70768
C -4.03950 1.52939 2.86739
C -3.31641 0.57455 3.81101
C -4.30756 -0.33609 4.54718
C -5.56787 -0.55153 3.70289
C -5.21489 -0.60503 2.21756
C 0.72571 1.33134 -2.65158
C 0.41303 1.57864 -3.99055
C 1.38643 1.91394 -4.91714
C 2.71230 1.98948 -4.51760
C 3.04336 1.75716 -3.19266
C 2.06600 1.43262 -2.25017
P 2.38092 1.29139 -0.43997
C 3.20291 2.95923 -0.11213
C 4.67554 3.22480 -0.43138
C 5.06936 4.60479 0.10472
C 4.22310 5.69686 -0.54529
C 2.74548 5.43798 -0.25533
C 2.33599 4.05200 -0.75076
C 3.74725 0.03478 -0.24259
C 4.91448 -0.02666 -1.23435
C 5.82773 -1.20391 -0.88551
C 6.33601 -1.09647 0.54997
C 5.13967 -1.10423 1.50152
C 4.24590 0.09854 1.20906
H -2.22946 0.14086 -3.37863
H -2.27118 -1.11980 -2.14182
H -0.90719 -1.02445 -3.25073
H -0.51240 3.55081 -2.14189
H -1.75245 5.58266 -1.53296
H -3.75816 5.41467 -0.08690
H -4.49972 3.23899 0.72968
H -3.86993 0.50753 -1.96608
H -4.04906 -1.92368 -1.14272
H -4.87016 -1.42459 -2.62312
H -6.14275 -1.92621 0.08734
H -6.33123 -2.86490 -1.38528
H -8.29217 -1.35561 -1.06219
H -7.38055 -0.89002 -2.50664
H -7.08639 0.38981 0.24699
H -7.95452 1.10474 -1.11467
H -5.64104 2.02998 -0.93151
H -5.96028 1.22347 -2.45967
H -5.53116 1.34576 1.31864
H -3.32687 2.25208 2.48655
H -4.80857 2.07994 3.42447
H -2.72393 1.14081 4.52942
H -2.61645 -0.03159 3.22873
H -4.58845 0.10257 5.51050
H -3.82618 -1.29607 4.74269
H -6.27948 0.26479 3.86942
H -6.06744 -1.47883 3.99691
H -6.10598 -0.89899 1.66195
H -4.45692 -1.38273 2.06781
H -0.61907 1.51687 -4.31912
H 1.11500 2.11134 -5.94813
H 3.48660 2.23689 -5.23494
H 4.07801 1.83129 -2.89254
H 3.09573 3.04496 0.97477
H 4.85706 3.20434 -1.51001
H 5.30990 2.47585 0.04000
H 6.13366 4.78752 -0.07826
H 4.90302 4.61965 1.18619
H 4.39045 5.69212 -1.62884
H 4.51691 6.68144 -0.16651
H 2.12547 6.20730 -0.72765
H 2.58411 5.49029 0.82436
H 2.42998 4.01791 -1.84088
H 1.28666 3.86162 -0.50683
H 3.21282 -0.92007 -0.33296
H 5.50200 0.89632 -1.21894
H 4.53012 -0.17407 -2.24670
H 6.66444 -1.24778 -1.59368
H 5.25396 -2.13109 -0.97178
H 6.90923 -0.16707 0.68127
H 7.00461 -1.93503 0.76849
H 5.47042 -1.08674 2.54474
H 4.56928 -2.02126 1.32844
H 4.80833 1.02146 1.38757
H 3.38798 0.10941 1.88458
C 0.49246 4.83241 2.49293
C 0.19971 3.42876 3.00561
C -0.11943 3.46873 4.50367
O -0.87406 2.88577 2.27966
C 1.43191 2.48715 2.82200
O 2.53459 2.91713 3.17856
O 1.17096 1.34239 2.33027
H -0.28940 5.52622 2.81276
H 0.51775 4.82281 1.40392
H 1.45712 5.15684 2.88064
H -1.02059 4.06257 4.67702
H 0.71945 3.90918 5.04311
H -0.28675 2.45701 4.87442
H -0.56228 1.98753 2.06697
O -0.53102 -1.98945 0.62450
N -1.49749 -2.88225 0.71986
C -1.99891 -3.42019 -0.40579
C -3.00408 -4.35068 -0.39482
C -3.53158 -4.74365 0.83934
C -3.00492 -4.20995 1.98856
C -1.93888 -3.27922 1.96723
S -1.21378 -2.68940 3.36518
H -1.53396 -3.06422 -1.31150
H -3.36376 -4.76028 -1.32756
H -4.33646 -5.46779 0.87540
H -3.37220 -4.49590 2.96306
C 4.06128 -6.67810 1.98741
C 2.94116 -5.65316 1.84018
C 2.00655 -5.97268 0.67913
C 0.84762 -4.98006 0.59248
Ge 1.50080 -3.06904 0.15859
C 1.30664 -3.31376 -1.87404
C 1.86839 -2.12645 -2.63592
C 2.16537 -2.40677 -4.11517
C 3.52889 -3.08054 -4.26888
H 4.72173 -6.41643 2.81794
H 4.65824 -6.70687 1.07307
H 3.66409 -7.68187 2.16815
H 3.38534 -4.67795 1.62746
H 2.36787 -5.57962 2.77061
H 1.63286 -7.00477 0.77820
H 2.59001 -5.90773 -0.24511
H 0.29921 -4.98397 1.54134
H 0.14943 -5.29471 -0.19314
H 3.60717 -3.52712 -0.35932
H 0.28650 -3.54770 -2.20379
H 1.92762 -4.19305 -2.05751
H 2.80966 -1.84332 -2.15643
H 1.18530 -1.27938 -2.54487
H 2.15354 -1.46934 -4.68490
H 1.38434 -3.05467 -4.52854
H 4.32465 -2.36481 -4.05118
H 3.67924 -3.47432 -5.27826
H 3.62442 -3.89512 -3.54864
*
```